Entry 1:
# C10H5BrCaNO5

A structure of composition C10H5BrCaNO5 in a non-equilibrium geometry (wB97M-V/def2-TZVPD, the Open Molecules 2025 dataset).

Summary:
LUMO energy: -4.7 eV
2S+1: 1
Orbital gap: 6.9 eV
Relative energy (zero: lowest compared OMol25 entry of this formula, charge and spin): 0.00 kJ/mol
F_max: 5.6 eV/A
HOMO energy: -0.426 hartree
Total charge: +1

Last column: natural (NBO) charge in e.
Element x y z (Å)
O 1.111 1.777 -4.083  -0.4140
C 1.274 1.162 -3.114  0.4535
Ca 0.457 0.541 -0.777  1.5142
O -1.878 2.213 -2.748  -0.3635
C -1.154 1.631 -2.077  0.4001
C -1.107 0.052 0.945  0.4054
O -1.863 -0.106 1.786  -0.4258
C 1.245 -1.061 0.570  0.1874
O 1.594 -1.873 1.345  -0.4950
C -0.809 -1.831 -1.595  0.4696
O -1.431 -2.788 -1.679  -0.4095
H 2.043 -0.826 -1.036  -0.3762
Br 1.804 2.273 5.605  0.1163
C 1.567 2.642 3.701  -0.0639
C 1.968 3.869 3.141  -0.1736
C 1.836 4.109 1.788  -0.2212
C 1.327 3.088 1.012  0.0280
N 1.014 1.900 1.520  -0.5258
C 1.052 1.652 2.844  0.0021
H 2.375 4.622 3.758  0.2482
H 2.129 5.032 1.275  0.2506
H 1.129 3.156 -0.077  0.1618
H 0.729 0.707 3.286  0.2312


Entry 2:
# C10H5BrNO5Pr

A structure of composition C10H5BrNO5Pr in a non-equilibrium geometry (wB97M-V/def2-TZVPD, the Open Molecules 2025 dataset).

Summary:
LUMO energy (spin up / spin down): -9.6 / -9.7 eV
2S+1: 3
Orbital gap (spin up / spin down): 6.1 / 6.0 eV
Relative energy (zero: lowest compared OMol25 entry of this formula, charge and spin): 0.00 kJ/mol
F_max: 7.8 eV/A
HOMO energy (spin up / spin down): -0.578 / -0.577 hartree
Total charge: +2

Last column: Mulliken spin population.
Element x y z (Å)
O 0.212 -4.661 -2.254  -0.0001
C -0.246 -3.610 -2.305  0.0001
Pr -0.100 1.295 -1.213  2.0962
O 2.128 -1.776 -0.138  0.0000
C 1.439 -0.951 -0.550  -0.0007
C 2.916 0.841 -1.889  -0.0014
O 3.943 0.392 -2.131  0.0012
C 0.475 -0.215 -4.370  -0.0473
O -0.498 -0.245 -5.037  -0.0533
C 1.041 -0.677 -3.188  0.0212
O 1.839 -1.605 -3.133  0.0617
H -1.470 2.201 -0.445  -0.0613
Br -1.679 -1.875 3.905  -0.0012
C -1.308 -0.285 2.921  -0.0075
C -1.580 1.000 3.433  0.0025
C -1.333 2.132 2.656  -0.0051
C -0.706 1.971 1.412  0.0063
N -0.247 0.726 1.018  -0.0154
C -0.697 -0.389 1.669  0.0025
H -1.942 1.088 4.448  0.0001
H -1.461 3.145 3.075  -0.0001
H -0.204 2.839 0.938  0.0015
H -0.524 -1.340 1.180  0.0003


Entry 3:
# C10H5Cl5IN2O4SeSn

A structure of composition C10H5Cl5IN2O4SeSn in a non-equilibrium geometry (wB97M-V/def2-TZVPD, the Open Molecules 2025 dataset).

Summary:
LUMO energy: 1.1 eV
2S+1: 1
Orbital gap: 6.8 eV
Relative energy (zero: lowest compared OMol25 entry of this formula, charge and spin): 138.86 kJ/mol
F_max: 3.2 eV/A
HOMO energy: -0.211 hartree
Total charge: -1

Last column: natural (NBO) charge in e.
Element x y z (Å)
Sn 0.491 0.660 -1.039  1.6640
N 3.020 0.734 -0.404  -0.8095
C 3.668 -0.534 -0.506  -0.3662
C 2.662 -1.750 -0.267  0.7879
O 3.142 -2.746 0.226  -0.6800
O 1.499 -1.515 -0.643  -0.7678
H 3.387 1.443 -1.028  0.3990
H 3.005 1.095 0.541  0.3957
H 4.476 -0.681 0.217  0.2028
H 4.029 -0.698 -1.521  0.2113
Cl 0.306 0.357 2.285  0.0718
C -0.859 -0.637 1.573  -0.0008
C -0.901 -0.768 0.209  -0.2489
C -1.846 -1.525 -0.430  -0.1235
Cl -1.829 -1.618 -2.120  0.0805
C -2.815 -2.181 0.331  -0.0735
Cl -4.023 -3.127 -0.435  0.0446
C -2.794 -2.054 1.716  -0.0859
Cl -4.004 -2.828 2.656  0.0408
C -1.818 -1.286 2.346  -0.1059
Cl -1.813 -1.136 4.055  0.0439
O -2.028 1.816 0.403  -0.7041
C -2.137 2.168 -0.754  0.6454
O -1.484 1.779 -1.742  -0.7656
H -2.903 2.956 -1.017  0.0942
I 1.216 0.694 -3.651  -0.2871
Se -0.965 4.873 -0.249  -0.0731
C 0.238 3.665 -0.338  0.1410
N 1.079 2.844 -0.416  -0.7310


Entry 4:
# C10H6Br2I2NOY

A structure of composition C10H6Br2I2NOY in a non-equilibrium geometry (wB97M-V/def2-TZVPD, the Open Molecules 2025 dataset).

Summary:
LUMO energy: -8.0 eV
2S+1: 1
Orbital gap: 6.5 eV
Relative energy (zero: lowest compared OMol25 entry of this formula, charge and spin): 6.98 kJ/mol
F_max: 1.2 eV/A
HOMO energy: -0.531 hartree
Total charge: +2

Last column: Mulliken charge in e.
Element x y z (Å)
Y -1.235 -1.217 1.734  1.1542
I -1.303 -4.011 2.961  0.2965
C 0.810 -3.871 3.169  -0.7832
I 1.611 -1.969 2.662  0.3206
H 1.239 -4.599 2.493  0.4313
H 1.031 -4.054 4.212  0.4081
Br -0.222 -2.640 -2.982  -0.0652
C -0.134 -0.917 -2.275  -0.2673
C 0.234 0.155 -3.124  -0.3092
C 0.310 1.427 -2.644  -0.3298
Br 0.800 2.817 -3.797  -0.1220
C 0.019 1.694 -1.274  0.7185
C 0.069 2.969 -0.686  -0.4174
C -0.228 3.141 0.647  -0.8328
C -0.582 2.035 1.402  -0.1664
N -0.650 0.798 0.897  -0.2322
C -0.343 0.612 -0.447  0.1224
C -0.415 -0.700 -0.959  1.1354
O -0.796 -1.703 -0.089  -0.7326
H 0.454 -0.052 -4.161  0.4695
H 0.345 3.817 -1.298  0.3937
H -0.192 4.117 1.108  0.4305
H -0.823 2.153 2.452  0.3776


Entry 5:
# C10H6Cl5N2O3V

A structure of composition C10H6Cl5N2O3V in a non-equilibrium geometry (wB97M-V/def2-TZVPD, the Open Molecules 2025 dataset).

Summary:
LUMO energy (spin up / spin down): -0.6 / -0.5 eV
2S+1: 3
Orbital gap (spin up / spin down): 8.3 / 9.1 eV
Relative energy (zero: lowest compared OMol25 entry of this formula, charge and spin): 0.00 kJ/mol
F_max: 1.0 eV/A
HOMO energy (spin up / spin down): -0.327 / -0.355 hartree
Total charge: 0

Last column: Mulliken spin population.
Element x y z (Å)
V -0.516 0.742 -0.449  2.1216
N 1.330 0.574 -1.576  -0.0031
C 0.879 0.284 -2.967  -0.0086
C -0.534 -0.314 -2.983  0.0059
O -1.078 -0.533 -4.044  0.0089
N -1.037 -0.534 -1.725  -0.0155
C -2.430 -0.979 -1.549  0.0117
C -3.159 0.167 -0.848  0.0169
O -4.303 0.463 -1.006  0.0004
O -2.299 0.860 -0.025  -0.0213
H 1.987 1.345 -1.556  0.0068
H 1.818 -0.228 -1.194  0.0037
H 1.541 -0.408 -3.485  0.0038
H 0.861 1.211 -3.535  -0.0009
H -2.453 -1.849 -0.891  -0.0051
H -2.906 -1.218 -2.496  -0.0021
Cl 0.282 2.707 1.069  0.0029
C 0.714 1.203 1.927  -0.0602
C 0.388 0.065 1.231  -0.0700
C 0.699 -1.131 1.853  0.0139
Cl 0.345 -2.635 1.051  0.0022
C 1.301 -1.164 3.114  -0.0133
Cl 1.680 -2.664 3.864  -0.0019
C 1.599 0.031 3.777  0.0213
Cl 2.340 0.004 5.327  0.0028
C 1.302 1.252 3.178  -0.0196
Cl 1.648 2.751 3.939  -0.0011


Entry 6:
# C10H73B2Cl2N2O34

A cluster of 29 separate species, C10H73B2Cl2N2O34 in total in a non-equilibrium geometry (wB97M-V/def2-TZVPD, the Open Molecules 2025 dataset).

Summary:
LUMO energy: -4.9 eV
2S+1: 1
Orbital gap: 7.4 eV
F_max: 1.1 eV/A
HOMO energy: -0.455 hartree
Total charge: +1

Last column: Mulliken charge in e.
Element x y z (Å)
C -2.689 1.572 -4.657  -0.7769
O -2.148 1.439 -3.324  -0.6117
B -1.063 0.682 -3.120  0.9849
O -0.087 0.467 -4.065  -0.7108
C -0.972 -0.100 -1.707  0.2088
N -1.299 -1.366 -1.813  -0.9125
N -1.267 -2.081 -0.679  0.6612
B -1.663 -3.570 -0.810  0.1430
O -2.155 -4.162 0.317  0.1513
O -1.451 -4.201 -1.961  -0.2653
C -0.093 -4.267 -2.471  -0.4125
C -0.926 -1.583 0.494  -1.3196
C -0.585 -0.239 0.657  0.9462
C -0.237 0.260 2.045  -1.5003
O 1.030 0.857 2.108  -0.1801
O 1.943 -0.189 1.733  -0.3910
C -0.607 0.533 -0.487  0.1303
C -0.253 1.996 -0.413  -0.7925
Cl -1.616 3.065 -0.834  -0.1437
C 1.025 2.381 -1.186  0.3331
C 1.992 1.241 -1.455  -1.4383
Cl 1.873 3.622 -0.169  -0.2244
H -3.024 0.620 -5.048  0.2945
H -1.996 2.074 -5.325  0.3251
H -3.561 2.208 -4.576  0.3116
H 0.487 1.222 -4.244  0.3520
H -3.060 -3.843 0.504  0.1802
H 0.234 -3.288 -2.813  0.1678
H -0.105 -4.933 -3.324  0.1435
H 0.577 -4.694 -1.727  0.3239
H -0.928 -2.245 1.347  1.3831
H -0.325 -0.556 2.767  0.5930
H -0.956 1.028 2.333  0.4330
H 2.749 0.298 1.508  0.2976
H -0.063 2.225 0.624  0.7042
H 0.768 2.907 -2.096  0.6842
H 2.995 1.654 -1.522  0.5657
H 1.806 0.763 -2.412  0.2140
H 2.006 0.510 -0.650  0.0716
O 3.664 -2.208 3.255  -0.6180
H 2.943 -1.645 2.949  0.3684
H 4.147 -2.450 2.460  0.2902
O 2.893 -3.009 5.808  -0.6610
H 3.309 -3.716 6.306  0.2917
H 3.473 -2.794 5.066  0.3414
O 0.520 -1.325 4.939  -0.5195
H 0.815 -0.452 5.234  0.3634
H 1.302 -1.889 5.040  0.2255
O -5.102 0.720 -6.243  -0.6002
H -5.914 1.239 -6.237  0.3251
H -4.819 0.718 -7.167  0.2912
O -7.415 0.502 -4.302  -0.6132
H -7.611 -0.440 -4.290  0.3087
H -6.569 0.572 -3.848  0.3100
O 1.981 3.841 -3.835  -0.5984
H 2.461 4.384 -4.469  0.3084
H 1.871 4.420 -3.072  0.2806
O 1.433 -3.525 1.719  -0.4686
H 1.257 -3.969 2.561  0.3198
H 0.646 -3.692 1.192  0.2387
O -3.252 0.768 -8.640  -0.6588
H -3.412 -0.182 -8.672  0.3421
H -2.378 0.852 -8.245  0.3118
O -2.121 -3.076 4.310  -0.5548
H -1.935 -4.016 4.397  0.2943
H -1.308 -2.635 4.583  0.2472
O -5.246 -4.577 0.313  -0.5735
H -6.191 -4.603 0.138  0.2529
H -4.980 -5.506 0.316  0.3315
O 5.236 4.087 0.786  -0.5691
H 4.343 3.911 0.472  0.2474
H 5.633 3.212 0.858  0.3177
O -5.438 -2.710 4.065  -0.6297
H -4.481 -2.737 4.191  0.3063
H -5.627 -1.788 3.869  0.2999
O 8.536 4.545 0.652  -0.6329
H 8.300 5.415 0.992  0.3136
H 7.689 4.113 0.511  0.3224
O 2.048 6.787 1.465  -0.6426
H 1.864 5.930 1.064  0.3027
H 2.942 6.715 1.819  0.2834
O -0.832 -6.746 -4.915  -0.6364
H -1.314 -7.377 -5.457  0.3135
H -1.300 -6.766 -4.068  0.3073
O -5.676 -6.793 1.987  -0.6050
H -6.357 -6.203 2.325  0.3123
H -5.361 -7.260 2.767  0.2991
O 0.760 9.510 0.299  -0.6830
H -0.123 9.286 -0.012  0.3204
H 1.224 8.668 0.377  0.3170
O 2.971 10.264 -1.493  -0.7079
H 3.376 11.114 -1.290  0.3468
H 2.238 10.190 -0.860  0.3912
O 2.780 -5.691 0.071  -0.6374
H 3.365 -5.225 -0.535  0.2925
H 2.679 -5.089 0.821  0.3455
O 3.078 -6.723 2.850  -0.6262
H 2.463 -6.630 2.117  0.2967
H 3.820 -7.201 2.466  0.3264
O -2.755 4.175 2.562  -0.6370
H -3.502 4.760 2.392  0.3189
H -2.368 4.013 1.693  0.2887
O -2.093 -7.599 -2.494  -0.6306
H -2.846 -7.101 -2.162  0.2996
H -1.767 -8.093 -1.735  0.3039
O 10.581 2.484 2.225  -0.6470
H 9.809 3.004 1.971  0.3326
H 11.031 2.316 1.392  0.3178
O 5.183 9.325 0.435  -0.6452
H 4.510 9.424 -0.254  0.3542
H 5.968 9.028 -0.033  0.3095
O -0.957 6.186 1.301  -0.5925
H -0.025 6.398 1.393  0.3064
H -1.226 5.843 2.164  0.3618
O -2.467 -6.042 2.997  -0.6329
H -1.797 -6.715 3.157  0.3140
H -2.283 -5.711 2.111  0.2931
O 0.233 0.661 6.945  -0.6537
H -0.230 -0.185 6.949  0.3237
H 0.587 0.741 7.837  0.3136
O -4.774 -0.002 -1.278  -0.6556
H -4.460 -0.895 -1.450  0.3204
H -4.006 0.561 -1.425  0.3429


Entry 7:
# C10H7AuBI2N2O

A structure of composition C10H7AuBI2N2O in a non-equilibrium geometry (wB97M-V/def2-TZVPD, the Open Molecules 2025 dataset).

Summary:
LUMO energy: 2.1 eV
2S+1: 1
Orbital gap: 6.8 eV
F_max: 5.5 eV/A
HOMO energy: -0.176 hartree
Total charge: -1

Last column: natural (NBO) charge in e.
Element x y z (Å)
Au 0.170 0.537 -2.454  0.6476
I -0.686 4.820 -0.231  0.1182
C -0.784 3.044 0.861  -0.2864
C -1.288 3.015 2.130  -0.2026
C -1.228 1.809 3.045  -0.2407
I -1.808 2.081 5.065  0.1143
C -0.614 0.707 2.406  -0.1327
C -0.463 -0.465 3.208  -0.1405
C 0.127 -1.494 2.691  -0.2611
C 0.305 -1.513 1.266  0.0314
N 0.195 -0.487 0.468  -0.3751
C -0.301 0.655 1.095  0.0236
C -0.539 1.818 0.216  0.4117
O -0.451 1.765 -1.000  -0.7255
H -1.624 3.954 2.581  0.2148
H -0.496 -0.369 4.330  0.2146
H 0.493 -2.297 3.225  0.2080
H 0.822 -2.311 0.695  0.1937
B 1.491 -2.998 -5.228  -0.5979
C 1.162 -1.659 -4.517  0.4161
N 0.922 -0.711 -3.949  -0.6442
H 2.450 -3.340 -4.540  0.0018
H 1.526 -2.893 -6.397  0.0002
H 0.618 -3.667 -4.967  0.0107